1.
{
  "formula": "C4H12O3PS",
  "method": "wB97M-V/def2-TZVPD",
  "e_above_lowest_kj_mol": 0.00,
  "charge": 1,
  "homo_energy_ev": -13.0422,
  "lumo_ev": -2.743,
  "species": ["C", "C", "C", "C", "O", "O", "O", "P", "S", "H", "H", "H", "H", "H", "H", "H", "H", "H", "H", "H", "H"],
  "coordinates": [[0.983, -1.598, -0.736], [0.933, 1.379, -0.885], [-1.659, -0.116, -0.455], [0.408, 0.020, 1.646], [2.245, 1.202, -0.416], [-0.179, -1.134, 2.125], [-0.214, 1.199, 2.003], [0.144, -0.113, -0.172], [-2.183, -1.809, -0.960], [0.662, -2.431, -0.109], [2.056, -1.438, -0.633], [0.735, -1.812, -1.772], [0.876, 1.378, -1.982], [0.449, 2.279, -0.486], [-1.908, 0.600, -1.242], [-2.154, 0.161, 0.478], [1.601, 0.045, 1.857], [2.766, 2.013, -0.514], [-0.099, -1.238, 3.082], [-0.086, 1.426, 2.935], [-3.489, -1.570, -0.872]],
  "nbo_charge": [-0.97, -0.36, -0.86, 0.11, -0.73, -0.72, -0.73, 1.50, 0.01, 0.29, 0.29, 0.28, 0.22, 0.24, 0.27, 0.29, 0.19, 0.51, 0.50, 0.51, 0.16]
}



2.
{
  "formula": "C4H12O3S2Si",
  "method": "wB97M-V/def2-TZVPD",
  "e_above_lowest_kj_mol": 0.00,
  "charge": 0,
  "smiles": "C[C@@H](C(C)(S)S)[Si](O)(O)O",
  "homo_energy_ev": -9.1397,
  "lumo_ev": 0.410,
  "species": ["C", "C", "C", "C", "O", "O", "O", "Si", "S", "S", "H", "H", "H", "H", "H", "H", "H", "H", "H", "H", "H", "H"],
  "coordinates": [[0.091, -0.940, -1.707], [0.958, 0.558, 1.807], [0.099, -0.744, -0.188], [1.295, 0.226, 0.338], [-2.180, -0.349, 1.578], [-2.594, -0.154, -1.199], [-1.475, 1.746, 0.221], [-1.620, 0.080, 0.120], [2.837, -0.762, 0.190], [1.596, 1.785, -0.524], [-0.254, -0.087, -2.117], [-0.463, -1.740, -1.869], [1.171, -1.107, -2.063], [1.966, 0.751, 2.277], [0.379, -0.316, 2.310], [0.423, 1.403, 1.747], [0.223, -1.579, 0.472], [-2.647, 0.195, 2.122], [-2.216, -0.552, -1.927], [-1.615, 2.237, -0.494], [3.001, -0.720, -1.199], [0.412, 2.420, -0.176]],
  "nbo_charge": [-0.61, -0.65, -0.70, -0.24, -1.09, -1.08, -1.10, 2.24, -0.02, -0.04, 0.20, 0.20, 0.21, 0.23, 0.22, 0.22, 0.24, 0.50, 0.49, 0.49, 0.14, 0.15]
}



3.
{
  "formula": "C4H12O4",
  "method": "wB97M-V/def2-TZVPD",
  "e_above_lowest_kj_mol": 468.36,
  "charge": 0,
  "homo_energy_ev": -8.5655,
  "lumo_ev": -3.378,
  "species": ["C", "C", "C", "C", "O", "H", "H", "H", "H", "H", "H", "H", "H", "O", "H", "H", "O", "H", "H", "O"],
  "coordinates": [[2.255, 1.938, 0.503], [1.860, 1.299, -0.786], [0.502, 1.098, -1.157], [-0.646, 1.219, -0.418], [-1.927, 0.828, -0.880], [3.000, 1.433, 1.046], [2.586, 2.988, 0.367], [2.528, 1.096, -1.626], [0.367, 0.806, -2.191], [-0.665, 1.570, 0.615], [-2.016, -0.191, -0.770], [1.284, -0.317, 0.265], [1.332, 1.931, 1.130], [1.369, -0.825, 1.120], [-2.377, -2.672, -1.054], [-1.461, -2.226, 0.577], [-1.951, -1.903, -0.612], [-1.487, -2.644, 2.222], [0.583, -1.375, 1.242], [-0.928, -2.315, 1.538]],
  "nbo_charge": [-0.70, 0.15, -0.42, 0.49, -0.69, 0.28, 0.27, 0.23, 0.26, 0.20, 0.57, 0.43, 0.24, -0.98, 0.46, 0.50, -1.18, 0.46, 0.53, -1.10]
}



4.
{
  "formula": "C4H12O4Rb",
  "method": "wB97M-V/def2-TZVPD",
  "e_above_lowest_kj_mol": 181.66,
  "charge": 1,
  "homo_energy_ev": -12.2054,
  "lumo_ev": -4.273,
  "species": ["Rb", "C", "C", "O", "O", "H", "H", "H", "H", "H", "H", "C", "C", "O", "O", "H", "H", "H", "H", "H", "H"],
  "coordinates": [[0.131, -1.616, -3.200], [-0.941, -3.995, 3.037], [-1.599, -5.214, 3.645], [-1.054, -6.396, 3.246], [-1.501, -3.612, 1.772], [0.094, -4.228, 2.787], [-1.029, -3.109, 3.667], [-2.673, -5.231, 3.463], [-1.558, -5.163, 4.733], [-1.335, -6.518, 2.336], [-2.460, -3.585, 1.790], [1.528, 5.618, -3.173], [1.225, 4.592, -2.024], [1.839, 3.318, -2.322], [0.857, 5.204, -4.378], [2.595, 5.811, -3.286], [1.106, 6.566, -2.842], [0.172, 4.467, -1.773], [1.740, 4.913, -1.119], [2.796, 3.396, -2.328], [0.068, 4.780, -4.032]],
  "nbo_charge": [1.00, -0.10, -0.10, -0.69, -0.75, 0.19, 0.17, 0.15, 0.19, 0.46, 0.47, -0.09, -0.10, -0.75, -0.70, 0.19, 0.17, 0.18, 0.18, 0.47, 0.46]
}



5.
{
  "formula": "C4H12OS2",
  "method": "wB97M-V/def2-TZVPD",
  "e_above_lowest_kj_mol": 93.73,
  "charge": -1,
  "homo_energy_ev": [0.7800, -5.5699],
  "spin_multiplicity": 2,
  "lumo_ev": [3.047, 3.001],
  "species": ["C", "C", "S", "S", "C", "C", "H", "H", "H", "H", "H", "H", "H", "H", "H", "H", "H", "H", "O"],
  "coordinates": [[-0.615, -1.654, -1.321], [-0.493, -0.778, -2.573], [0.595, 0.792, -2.402], [-0.238, 1.921, -0.889], [0.353, 1.198, 0.716], [0.069, 2.119, 1.873], [-1.513, -2.274, -1.377], [-0.708, -0.967, -0.469], [0.211, -2.334, -1.035], [-1.414, -0.210, -2.804], [-0.143, -1.268, -3.496], [-0.229, 0.340, 0.825], [1.333, 0.742, 0.540], [0.449, 1.707, 2.825], [-1.010, 2.207, 2.036], [0.534, 3.112, 1.794], [1.545, -1.226, 2.326], [0.619, -2.154, 1.514], [0.652, -1.273, 1.915]],
  "nbo_charge": [-0.73, -0.48, 0.00, 0.02, -0.55, -0.65, 0.20, 0.23, 0.21, 0.21, 0.21, 0.24, 0.23, 0.23, 0.20, 0.20, 0.34, 0.36, -1.44]
}



6.
{
  "formula": "C4H12OS2",
  "method": "wB97M-V/def2-TZVPD",
  "e_above_lowest_kj_mol": 16.61,
  "charge": -1,
  "homo_energy_ev": [-0.4641, -3.5500],
  "spin_multiplicity": 2,
  "lumo_ev": [2.910, 2.836],
  "species": ["C", "C", "S", "S", "C", "C", "H", "H", "H", "H", "H", "H", "H", "H", "H", "H", "H", "H", "O"],
  "coordinates": [[-1.816, -2.922, 0.683], [-1.642, -2.567, -0.798], [0.034, -2.135, -1.230], [0.378, -0.229, 0.024], [-0.076, 1.165, -1.039], [1.101, 2.056, -1.580], [-2.564, -3.707, 0.823], [-2.011, -2.006, 1.242], [-0.909, -3.325, 1.145], [-2.307, -1.712, -0.988], [-1.954, -3.405, -1.421], [-0.391, 0.675, -1.965], [-0.871, 1.726, -0.558], [1.231, 1.875, -2.647], [1.991, 1.765, -1.021], [0.958, 3.134, -1.465], [2.493, 5.362, 4.046], [1.054, 5.048, 4.231], [1.645, 5.799, 4.202]],
  "nbo_charge": [-0.63, -0.56, -0.26, -0.30, -0.57, -0.63, 0.18, 0.21, 0.21, 0.19, 0.19, 0.20, 0.19, 0.19, 0.21, 0.18, 0.47, 0.47, -0.94]
}



7.
{
  "formula": "C4H12OS2",
  "method": "wB97M-V/def2-TZVPD",
  "e_above_lowest_kj_mol": 31.74,
  "charge": 0,
  "smiles": "CCCSSC.O",
  "homo_energy_ev": -8.7774,
  "lumo_ev": 0.707,
  "species": ["C", "C", "C", "S", "S", "C", "H", "H", "H", "H", "H", "H", "H", "H", "H", "H", "H", "H", "O"],
  "coordinates": [[-1.914, 0.449, -0.121], [-1.979, 0.605, -1.659], [-0.487, 0.664, 0.381], [0.466, -0.896, -0.011], [2.331, -0.386, 0.760], [3.082, 0.726, -0.514], [-2.231, -0.524, 0.272], [-2.590, 1.165, 0.363], [-1.441, 1.535, -1.819], [-2.974, 0.560, -2.086], [-1.374, -0.179, -2.119], [-0.516, 0.718, 1.467], [0.060, 1.435, -0.142], [2.667, 1.726, -0.441], [2.750, 0.328, -1.472], [4.139, 0.630, -0.305], [-0.524, -3.001, 3.018], [0.188, -2.690, 1.752], [0.348, -2.864, 2.676]],
  "nbo_charge": [-0.42, -0.61, -0.49, 0.02, 0.08, -0.73, 0.20, 0.21, 0.20, 0.22, 0.21, 0.23, 0.21, 0.21, 0.23, 0.23, 0.46, 0.47, -0.94]
}



8.
{
  "formula": "C4H12OS2",
  "method": "wB97M-V/def2-TZVPD",
  "e_above_lowest_kj_mol": 188.23,
  "charge": 0,
  "smiles": "CCCSSC.O",
  "homo_energy_ev": -7.3790,
  "lumo_ev": 0.829,
  "species": ["C", "C", "C", "S", "S", "C", "H", "H", "H", "H", "H", "H", "H", "H", "H", "H", "H", "H", "O"],
  "coordinates": [[-2.294, -0.669, -1.492], [-1.814, -1.003, -2.994], [-2.164, 0.719, -0.898], [-1.246, 0.893, 0.634], [0.302, 2.100, 0.173], [1.438, 1.853, 1.634], [-1.987, -1.527, -0.867], [-3.336, -0.905, -1.496], [-2.435, -1.795, -3.328], [-0.744, -1.183, -3.193], [-2.108, 0.006, -3.520], [-3.172, 0.916, -0.513], [-1.683, 1.391, -1.615], [1.586, 2.909, 1.973], [2.299, 1.303, 1.192], [0.954, 1.063, 2.179], [4.881, -2.572, 4.337], [6.235, -1.647, 3.971], [5.287, -1.852, 3.823]],
  "nbo_charge": [-0.42, -0.60, -0.55, 0.06, 0.01, -0.72, 0.21, 0.20, 0.21, 0.21, 0.19, 0.23, 0.24, 0.24, 0.23, 0.24, 0.49, 0.49, -0.97]
}



| no. | DFT total energy (eV) |
| --- | --- |
| 1 | -30602.1266 |
| 2 | -40035.9598 |
| 3 | -12528.2378 |
| 4 | -13180.6888 |
| 5 | -28059.3339 |
| 6 | -28060.1332 |
| 7 | -28060.5370 |
| 8 | -28058.9151 |